127
Properties=species:S:1:pos:R:3:forces:R:3 method="wB97M-V/def2-TZVPD" relative_energy_ev=0.000 orbital_gap_ha=0.294 total_charge=-1 fmax_ev_per_a=0.63
Ba 1.79622 0.10099 -0.79835 -0.3 0.3 0.1
Sb -0.87963 -2.38816 1.68133 0.2 0.3 -0.4
O 3.25694 -0.77019 0.97468 0.0 -0.1 0.4
O 3.81671 2.12468 -0.18539 0.0 -0.2 0.0
O 3.67263 -0.07992 -2.30081 0.0 -0.1 -0.2
O 5.71558 -0.52239 -3.10307 0.0 0.1 0.1
O 4.99540 -1.98300 0.25739 0.1 0.0 0.0
N -1.74959 1.38051 0.34891 -0.2 0.0 0.2
N -1.40305 2.17882 -2.20060 -0.1 0.2 0.0
N -0.16857 2.72911 -2.43950 -0.2 -0.1 -0.1
N -0.46775 -1.03151 -2.07459 0.3 0.5 0.2
N -1.61344 -0.40266 -1.68331 0.0 0.2 -0.1
N -0.66452 1.26773 1.19309 -0.3 0.1 -0.2
C 2.16081 3.91114 -3.31819 0.0 0.0 0.0
C 0.85898 4.34659 -3.99097 0.0 0.0 0.0
C -2.84267 -1.17650 3.82548 0.0 0.0 0.0
C -3.69959 -1.27979 1.59472 0.0 0.0 0.0
C 0.97011 4.11396 -5.50232 0.0 0.0 0.0
C -1.12199 -5.18046 0.46570 0.0 -0.1 0.0
C -5.04099 -0.31792 3.34106 0.0 0.0 0.0
C -4.02114 -0.57110 4.24748 0.0 0.0 0.0
C 4.90994 2.23816 -1.12213 0.1 0.0 0.0
C -0.34638 -3.41793 4.59314 0.0 0.0 0.0
C -2.18427 -2.34172 -2.60222 0.2 0.0 0.0
C -3.72963 2.24855 -3.14491 0.0 0.0 0.0
C -3.35337 -6.06496 1.84918 0.0 0.0 0.0
C 5.65231 2.75737 1.07696 0.0 0.0 0.1
C -2.30612 2.68860 -3.07097 0.1 -0.1 -0.1
C -2.31688 2.34045 2.26142 -0.1 -0.1 0.0
C -0.06560 3.46563 3.95293 0.0 0.0 0.0
C 4.95297 -0.02518 -2.28393 0.3 -0.1 0.0
C -0.78628 -2.18507 -2.62599 0.0 0.0 0.1
C 0.76451 -2.41318 -4.53899 0.0 0.0 0.0
C 0.28821 -3.06473 -3.23295 0.0 0.0 -0.1
C -4.05104 2.39664 0.36687 0.0 0.0 0.0
C 1.42933 1.75528 2.93059 0.0 0.0 0.0
C 1.73125 -3.14611 5.77346 0.0 0.0 0.0
C -2.74074 -6.89877 0.92227 0.0 0.0 0.0
C -1.62379 -6.45474 0.22973 0.0 0.1 0.0
C -0.99768 1.85007 2.32801 0.1 0.0 0.0
C 1.50318 -3.28481 -2.31923 0.1 -0.1 0.1
C -2.66403 -1.52881 2.49154 0.0 0.0 0.1
C 0.01167 2.02092 3.44132 0.0 0.0 0.1
C -1.72245 -4.33684 1.39682 -0.1 -0.1 0.1
C 5.27118 0.38144 0.34128 0.1 -0.1 0.0
C 0.62081 5.83875 -3.72648 0.0 0.0 0.0
C 4.45389 -0.92191 0.53415 0.2 0.1 -0.1
C 4.61598 1.63711 0.91813 0.0 0.0 0.1
C 5.85664 3.20063 -0.39212 -0.1 0.1 -0.1
C 5.53946 0.82838 -1.14000 0.0 0.0 0.0
C -1.64880 3.57708 -3.89454 -0.1 0.0 0.1
C -0.31768 -4.43708 -3.54508 0.0 0.0 0.0
C 2.27565 -2.50718 4.66965 0.0 0.0 0.0
C -2.75251 2.02405 0.99451 0.1 0.0 0.0
C 0.41938 -3.60658 5.73489 0.0 0.0 0.0
C -0.28918 1.06454 4.60010 0.0 0.0 0.0
C 0.18740 -2.76069 3.48575 0.0 0.0 0.1
C -4.88023 -0.68085 2.00986 0.0 0.0 0.0
C -2.66420 -1.19025 -2.00614 -0.2 0.0 0.1
C -0.31210 3.56010 -3.45255 0.1 0.0 0.0
C 1.50803 -2.31259 3.52598 0.0 0.0 0.0
C -2.84666 -4.79303 2.08308 0.0 0.0 0.0
C -4.09371 -0.84748 -1.73601 0.0 0.1 0.0
B -1.34623 1.07413 -1.12181 -0.3 -0.5 -0.1
H -3.13722 -7.88968 0.73833 0.0 0.0 0.0
H -1.36592 -3.78968 4.56430 0.0 0.0 0.0
H 1.13495 3.05673 -5.71724 0.0 0.0 0.0
H -2.76713 -3.17863 -2.94926 0.0 0.0 0.0
H -0.31059 6.17458 -4.18749 0.0 0.0 0.0
H -4.62643 1.52483 0.05279 0.0 0.0 0.0
H -0.25239 -4.84695 -0.08945 0.0 0.0 0.0
H 1.80760 4.68356 -5.91339 0.0 0.0 0.0
H 1.26434 -1.46570 -4.33278 0.0 0.0 0.0
H -4.64669 -1.73760 -1.43194 0.0 0.0 0.0
H -1.13858 -7.09212 -0.49955 0.0 0.0 0.0
H -0.07650 -2.22331 -5.20961 0.0 0.0 0.0
H 0.05991 4.42697 -6.01840 0.0 0.0 0.0
H -4.02702 1.72820 -2.24274 0.0 0.0 0.0
H -1.04647 3.68194 4.38142 0.0 0.0 0.0
H 2.16819 -4.00264 -2.80695 0.0 0.0 0.0
H -4.58783 -0.44555 -2.62192 0.0 0.0 0.0
H 1.96176 -1.82831 2.66516 0.0 0.0 0.0
H -3.34190 -4.14324 2.79731 0.0 0.0 0.0
H 5.24677 3.56611 1.68545 0.0 0.0 0.0
H -3.88146 1.57094 -3.98783 0.0 0.0 0.0
H 6.61194 0.89560 -1.31596 0.0 0.0 0.0
H 0.11413 4.17310 3.14140 0.0 0.0 0.0
H 2.15582 -2.42688 -2.11875 -0.3 0.1 -0.2
H 2.36565 2.85485 -3.50455 0.0 0.0 0.0
H 3.30212 -2.16240 4.68433 0.0 0.0 0.0
H 1.69145 2.43899 2.11974 0.0 0.0 0.0
H 6.88354 3.09859 -0.74083 0.0 0.0 0.0
H 1.54501 0.73380 2.56358 0.0 0.0 0.0
H 2.14492 1.89916 3.74543 0.0 0.0 0.0
H 0.55511 6.03144 -2.65388 0.0 0.0 0.0
H -3.58262 -1.55826 0.55362 0.0 0.0 0.1
H 2.33050 -3.29688 6.66311 0.0 0.0 0.0
H 4.52520 2.58278 -2.07871 0.0 0.0 0.0
H 2.99301 4.49699 -3.71858 0.0 0.0 0.0
H -3.89259 3.03800 -0.49889 0.0 0.0 -0.1
H -4.66040 2.94491 1.08458 0.0 0.0 0.0
H 1.47659 -3.06598 -5.05003 0.0 0.0 0.0
H -5.95651 0.15780 3.67050 0.0 0.0 0.0
H -2.87881 2.86850 3.01512 0.0 0.0 0.0
H 6.56578 2.39973 1.55288 0.0 0.0 0.0
H 0.44145 -5.09644 -3.97053 0.0 0.0 0.0
H -0.00256 -4.11623 6.59274 0.0 0.0 0.0
H -4.13750 -0.29649 5.28912 0.0 0.0 0.0
H 1.44043 6.43555 -4.13591 0.0 0.0 0.0
H -0.13594 0.02651 4.29614 0.0 0.0 0.0
H -1.13090 -4.35113 -4.26917 0.0 0.0 0.0
H -4.17465 -0.11663 -0.93264 0.0 0.0 -0.1
H -4.40109 3.09843 -3.27634 0.0 0.0 0.0
H -0.71501 -4.90703 -2.64210 0.0 0.0 0.0
H 2.12011 4.05536 -2.23762 0.0 0.0 0.0
H -4.22872 -6.40234 2.39108 0.0 0.0 0.0
H -5.67182 -0.49573 1.29252 0.0 0.0 0.0
H 1.21061 -3.71365 -1.35832 0.0 0.0 0.0
H -2.05975 -1.37158 4.54885 0.0 0.0 0.0
H 0.38332 1.26925 5.43817 0.0 0.0 0.0
H -2.08262 4.14206 -4.70454 0.0 0.0 0.0
H 6.23057 0.18850 0.82548 0.0 0.0 0.0
H -1.31832 1.17567 4.95006 0.0 0.0 0.0
H 0.68614 3.62940 4.72927 0.0 0.0 0.0
H -0.22306 1.10652 -0.93449 0.4 -0.2 -0.2
H 3.97397 1.45362 1.77406 0.0 0.0 0.0
H 5.54536 4.23481 -0.54443 0.0 0.0 0.0